1.
The following is a quantum chemistry calculation of C53H44Br2N5O2P2Pd as an isolated structure, from the OMol25 dataset.

## Properties
- DFT total energy (hartree) = -8427.99348
- multiplicity = 5
- net charge = +3

XYZ file:
```
109
Properties=species:S:1:pos:R:3:mulliken_charge:R:1
Pd 0.588 0.626 0.324 2.36
C -6.840 -3.106 -6.747 -0.84
O -7.535 -3.346 -5.517 -0.39
C -7.281 -2.607 -4.455 0.86
C -8.073 -2.881 -3.319 -0.72
C -7.911 -2.134 -2.188 -0.16
C -6.919 -1.130 -2.144 0.01
C -6.126 -0.858 -3.272 -0.38
C -6.305 -1.589 -4.419 -0.54
N -6.888 -0.373 -0.997 -0.65
N -6.102 0.514 -0.721 0.01
C -4.779 0.765 -0.790 0.26
C -4.398 2.119 -0.880 -0.56
C -3.083 2.503 -0.887 -1.15
C -2.065 1.548 -0.683 0.33
O -0.830 1.865 -0.672 -0.73
C -2.440 0.164 -0.490 -0.09
N -1.422 -0.706 -0.261 0.72
C -1.703 -1.987 -0.213 -0.55
C -3.006 -2.496 -0.297 -1.68
C -4.052 -1.629 -0.455 -0.83
C -3.783 -0.251 -0.592 1.04
H -7.230 -3.840 -7.443 0.25
H -5.768 -3.257 -6.618 0.35
H -7.055 -2.101 -7.111 0.37
H -8.821 -3.657 -3.390 0.46
H -8.534 -2.283 -1.316 0.50
H -5.399 -0.057 -3.259 0.50
H -5.719 -1.364 -5.297 0.44
H -5.186 2.855 -0.972 0.54
H -2.804 3.539 -1.021 0.56
H -0.874 -2.666 -0.089 0.59
H -3.163 -3.562 -0.222 0.55
H -5.066 -2.000 -0.488 0.58
C 4.570 -1.605 0.172 -0.56
C 5.003 -0.217 0.602 -1.11
P 3.763 1.144 0.571 1.82
C 4.103 2.092 -0.899 0.65
C 4.337 3.472 -0.911 -0.54
C 4.650 4.105 -2.101 -1.01
C 4.705 3.381 -3.286 -0.69
C 4.453 2.013 -3.286 -0.89
C 4.155 1.369 -2.100 -0.70
C 4.015 2.027 2.114 0.77
C 3.253 1.637 3.214 -0.39
C 3.516 2.163 4.467 -0.52
C 4.547 3.079 4.630 -0.86
C 5.330 3.448 3.545 -0.88
C 5.078 2.919 2.289 -0.81
C 3.496 -2.172 1.089 -1.24
P 1.763 -1.681 0.710 0.86
C 0.921 -2.738 1.924 1.10
C 0.328 -3.968 1.636 -0.78
C -0.169 -4.762 2.658 -0.93
C -0.066 -4.346 3.979 -0.84
C 0.540 -3.133 4.276 -0.60
C 1.027 -2.335 3.256 -0.65
C 1.593 -2.278 -0.993 1.14
C 1.337 -1.349 -2.002 -0.45
C 1.328 -1.732 -3.336 -1.43
C 1.571 -3.055 -3.675 -0.72
C 1.844 -3.987 -2.682 -0.96
C 1.868 -3.601 -1.353 -0.88
H 5.450 -2.249 0.224 0.47
H 4.244 -1.631 -0.871 0.23
H 5.838 0.157 0.003 0.58
H 5.339 -0.244 1.641 0.72
H 4.276 4.050 0.000 0.78
H 4.857 5.167 -2.104 0.51
H 4.950 3.883 -4.213 0.45
H 4.502 1.451 -4.208 0.51
H 3.973 0.300 -2.108 0.18
H 2.462 0.906 3.093 -0.01
H 2.927 1.852 5.320 0.54
H 4.757 3.492 5.607 0.46
H 6.150 4.141 3.678 0.50
H 5.723 3.184 1.462 0.63
H 3.701 -1.941 2.138 0.83
H 3.473 -3.263 1.028 0.73
H 0.256 -4.323 0.615 0.45
H -0.623 -5.716 2.425 0.49
H -0.443 -4.972 4.776 0.44
H 0.641 -2.815 5.306 0.55
H 1.507 -1.393 3.509 0.33
H 1.157 -0.293 -1.783 0.73
H 1.131 -0.997 -4.105 0.56
H 1.560 -3.361 -4.712 0.47
H 2.052 -5.015 -2.947 0.49
H 2.123 -4.339 -0.601 0.46
Br -1.627 1.819 6.622 -0.06
C -1.104 1.498 4.856 -0.68
C -1.411 0.293 4.235 -1.04
C -0.974 0.094 2.942 -0.95
N -0.282 1.012 2.265 1.02
C -0.023 2.199 2.837 1.14
C -0.407 2.465 4.143 -1.05
C 0.618 3.214 1.966 0.20
C 0.601 4.560 2.289 -1.01
C 1.042 5.488 1.349 -0.59
Br 1.050 7.312 1.761 -0.07
C 1.427 5.038 0.096 -0.98
C 1.423 3.675 -0.139 -1.19
N 1.087 2.782 0.783 1.39
H -1.968 -0.480 4.745 0.58
H -1.176 -0.835 2.426 0.64
H -0.172 3.410 4.609 0.58
H 0.217 4.907 3.236 0.63
H 1.719 5.724 -0.686 0.58
H 1.696 3.288 -1.111 0.86
```

---

2.
The following is a quantum chemistry calculation of C53H44IrN7OP2S2 as an isolated structure, from the OMol25 dataset.

## Properties
- DFT total energy (hartree) = -4087.74087
- energy above the lowest of the compared OMol25 structures with the same formula, charge and spin (kcal per mole) = 0.00
- multiplicity = 1
- net charge = +2

XYZ file:
```
110
Properties=species:S:1:pos:R:3:mulliken_charge:R:1
Ir -0.753 1.713 0.253 1.89
C -5.690 3.415 0.927 -0.75
S -4.355 4.602 1.142 0.03
C -2.940 3.672 0.783 0.74
S -3.053 1.970 0.479 -0.64
N -1.839 4.391 0.839 -2.02
N -0.704 3.662 0.650 1.13
C 0.445 4.204 0.849 -0.69
C 1.603 3.320 0.767 0.95
C 2.893 3.753 1.014 -0.93
C 3.930 2.833 0.956 -0.69
C 3.644 1.510 0.664 -0.97
C 2.329 1.144 0.424 -0.07
N 1.334 2.026 0.464 0.08
H -6.598 3.977 1.136 0.41
H -5.608 2.594 1.635 0.28
H -5.722 3.044 -0.095 0.22
H 0.522 5.250 1.118 0.55
H 3.076 4.793 1.247 0.59
H 4.948 3.147 1.145 0.47
H 4.422 0.761 0.620 0.57
H 2.060 0.127 0.174 0.41
C 0.487 -9.510 8.055 -0.85
O 0.355 -8.153 8.465 -0.46
C 0.255 -7.207 7.520 0.90
C 0.124 -5.893 7.985 -0.58
C 0.012 -4.853 7.097 -0.53
C 0.027 -5.089 5.717 0.28
C 0.164 -6.396 5.263 -0.74
C 0.277 -7.456 6.148 -0.66
C -0.105 -3.958 4.810 0.26
N -0.105 -2.689 5.169 -0.84
C -0.262 -1.988 4.014 0.82
C -0.356 -2.828 2.923 -0.12
N -0.257 -4.091 3.451 -0.09
C -0.560 -2.363 1.595 0.92
C -0.760 -3.168 0.460 -1.17
C -1.024 -2.576 -0.743 -1.10
C -1.049 -1.182 -0.830 -0.65
N -0.813 -0.393 0.203 0.37
C -0.606 -0.965 1.425 0.09
C -0.524 -0.081 2.557 0.01
N -0.677 1.244 2.311 0.26
C -0.712 2.092 3.326 -0.15
C -0.561 1.674 4.651 -1.13
C -0.380 0.342 4.922 -0.66
C -0.371 -0.573 3.858 0.41
H 0.545 -10.091 8.969 0.25
H 1.399 -9.654 7.473 0.35
H -0.381 -9.828 7.475 0.35
H 0.110 -5.725 9.053 0.44
H -0.093 -3.838 7.456 0.47
H 0.199 -6.622 4.204 0.22
H 0.386 -8.460 5.765 0.42
H -0.324 -4.966 2.960 0.21
H -0.728 -4.247 0.540 0.49
H -1.197 -3.158 -1.638 0.66
H -1.270 -0.699 -1.766 0.67
H -0.875 3.135 3.092 0.48
H -0.599 2.410 5.440 0.48
H -0.263 -0.026 5.933 0.63
C -0.258 1.004 -3.285 -1.97
P -0.826 2.246 -2.058 1.22
C 0.273 3.629 -2.529 1.27
C 1.644 3.510 -2.291 0.06
C 2.530 4.476 -2.738 -1.23
C 2.062 5.582 -3.432 -0.87
C 0.707 5.697 -3.701 -0.85
C -0.181 4.724 -3.265 -0.85
C -2.496 2.703 -2.612 0.81
C -3.045 3.937 -2.257 -0.81
C -4.349 4.254 -2.598 -1.03
C -5.133 3.336 -3.285 -0.80
C -4.605 2.103 -3.629 -0.73
C -3.294 1.789 -3.297 -1.14
P 1.400 0.237 -2.892 0.66
C 2.418 0.826 -4.288 0.84
C 1.965 0.905 -5.604 -0.48
C 2.804 1.356 -6.609 -0.86
C 4.111 1.723 -6.310 -0.56
C 4.577 1.634 -5.008 -0.59
C 3.731 1.190 -4.002 -0.49
C 1.074 -1.515 -3.307 0.89
C 1.827 -2.454 -2.604 -0.50
C 1.685 -3.812 -2.852 -0.73
C 0.770 -4.248 -3.800 -0.61
C 0.008 -3.323 -4.503 -0.86
C 0.164 -1.965 -4.263 -0.22
H -0.234 1.550 -4.231 1.04
H -0.995 0.214 -3.393 0.65
H 2.039 2.635 -1.792 -0.07
H 3.591 4.352 -2.560 0.55
H 2.752 6.339 -3.781 0.45
H 0.334 6.541 -4.265 0.47
H -1.223 4.824 -3.527 0.56
H -2.458 4.662 -1.706 0.76
H -4.752 5.219 -2.322 0.48
H -6.151 3.585 -3.554 0.44
H -5.208 1.383 -4.165 0.47
H -2.915 0.818 -3.585 0.30
H 0.954 0.608 -5.857 0.29
H 2.445 1.414 -7.627 0.45
H 4.767 2.071 -7.097 0.42
H 5.598 1.910 -4.776 0.45
H 4.095 1.122 -2.981 0.38
H 2.538 -2.116 -1.856 0.36
H 2.289 -4.528 -2.310 0.49
H 0.656 -5.305 -4.000 0.43
H -0.697 -3.660 -5.251 0.46
H -0.425 -1.261 -4.840 0.32
```